DFT (ωB97M-V/def2-TZVPD) results for C17H19N2O2PPd as an isolated structure.

Geometry as XYZ:
```
42
Properties=species:S:1:pos:R:3:forces:R:3
Pd 0.4448 0.8560 0.0447 0.0 0.0 0.2
O -0.4031 2.0908 1.7470 0.0 0.1 -0.2
C -1.5510 2.0023 2.2345 0.0 -0.1 0.0
C -2.0548 3.0955 3.0366 0.0 0.0 0.1
C -3.2781 3.0588 3.6121 0.0 0.0 0.0
C -4.1323 1.9242 3.4604 0.0 0.0 0.0
C -3.7118 0.8681 2.7240 0.0 0.0 0.0
C -2.4353 0.8453 2.0763 0.1 -0.1 -0.1
C -2.1353 -0.3154 1.3606 0.0 0.0 0.1
N -1.0473 -0.5604 0.6344 0.1 0.0 -0.1
N -1.0290 -1.7666 0.1055 -0.1 0.0 0.0
C 0.0515 -1.9874 -0.7107 0.1 0.0 0.0
O 0.8886 -1.1350 -1.0439 -0.1 0.0 0.0
C 0.1688 -3.3821 -1.2208 0.0 0.0 0.0
C -0.7892 -4.3519 -0.9328 0.0 0.0 0.0
C -0.6427 -5.6385 -1.4272 0.0 0.0 0.0
C 0.4581 -5.9653 -2.2067 0.0 0.0 0.0
C 1.4159 -5.0015 -2.4945 0.0 0.0 0.0
C 1.2706 -3.7144 -2.0051 0.0 0.0 0.0
H -1.3959 3.9465 3.1474 0.0 0.0 0.0
H -3.6196 3.9013 4.2013 0.0 0.0 0.0
H -5.1045 1.9147 3.9332 0.0 0.0 0.0
H -4.3497 0.0006 2.6032 0.0 0.0 0.0
H -2.8642 -1.1238 1.3844 0.0 0.0 0.0
H -1.6411 -4.0858 -0.3244 0.0 0.0 0.0
H -1.3899 -6.3889 -1.2037 0.0 0.0 0.0
H 0.5704 -6.9714 -2.5903 0.0 0.0 0.0
H 2.2752 -5.2549 -3.1017 0.0 0.0 0.0
H 2.0034 -2.9488 -2.2201 0.0 0.0 0.0
C 3.6134 2.3391 0.0786 0.0 0.0 0.0
P 2.0216 2.2869 -0.8099 0.0 0.0 0.0
C 1.6080 4.0562 -0.9460 0.0 0.0 0.0
C 2.5433 1.8616 -2.5041 0.0 0.0 0.0
H 4.3267 2.9998 -0.4184 0.0 0.0 0.0
H 4.0279 1.3325 0.1305 0.0 0.0 0.0
H 3.4462 2.6885 1.0974 0.0 0.0 0.0
H 2.4412 4.6319 -1.3534 0.0 0.0 0.0
H 1.3501 4.4378 0.0420 0.0 0.0 0.0
H 0.7372 4.1750 -1.5906 0.0 0.0 0.0
H 3.3368 2.5194 -2.8643 0.0 0.0 0.0
H 1.6848 1.9309 -3.1721 0.0 0.0 0.0
H 2.8905 0.8284 -2.5134 0.0 0.0 0.0
```
Positions in Å, forces in eV/Å.

For the total energy, the calculation gives -37780.47788 eV. For the LUMO energy (spin up / spin down), the calculation gives 0.05 / -1.92 eV. The value obtained for the HOMO energy (spin up / spin down) is -7.14 / -8.00 eV. The molar mass comes out at 420.75 g mol⁻¹. The expectation value of S² is 2.054. The gap between HOMO and LUMO (spin up / spin down) comes out at 7.18 / 6.08 eV. As for the multiplicity: 3.